# C21H21N5O4S

One molecule with the formula C21H21N5O4S in a non-equilibrium geometry (wB97M-V/def2-TZVPD, the OMol25 dataset).

Results
Lowest unoccupied orbital energy = 0.0176 hartree
HOMO-LUMO gap = 9.02 eV
Energy = -1785.732318 Eh
Molecular weight = 439.50 g mol⁻¹
HOMO = -8.54 eV
SMILES = COc1cccc([C@H](c2sc3ncnn3c2O)N2CCN(C(=O)c3ccco3)CC2)c1
Energy relative to the best compared isomer or geometry (same formula, charge and spin) = 72.99 kcal per mole

The geometry in XYZ format:
```
52
Properties=species:S:1:pos:R:3:nbo_charge:R:1
C 1.209 3.440 -4.829 -0.252
O 0.714 4.322 -3.851 -0.493
C 0.665 3.903 -2.557 0.306
C 0.164 4.826 -1.637 -0.251
C 0.094 4.496 -0.301 -0.186
C 0.500 3.246 0.139 -0.245
C 0.974 2.315 -0.769 -0.011
C 1.454 0.952 -0.302 -0.087
C 1.137 -0.119 -1.314 -0.287
S 2.313 -1.396 -1.655 0.433
C 1.209 -2.145 -2.725 0.157
N 1.133 -3.192 -3.523 -0.486
C -0.104 -3.080 -4.039 0.163
N -0.804 -2.042 -3.622 -0.327
N 0.042 -1.444 -2.775 -0.212
C -0.021 -0.319 -1.994 0.449
O -1.130 0.439 -1.995 -0.646
N 0.955 0.643 1.026 -0.448
C -0.459 0.335 1.101 -0.246
C -0.902 0.400 2.566 -0.216
N -0.134 -0.543 3.342 -0.422
C -0.552 -1.707 3.898 0.630
O 0.243 -2.537 4.317 -0.626
C -1.994 -1.981 4.052 0.148
C -2.533 -3.193 4.406 -0.225
C -3.926 -2.999 4.507 -0.320
C -4.139 -1.685 4.219 0.109
O -2.985 -1.062 3.942 -0.402
C 1.291 -0.309 3.221 -0.230
C 1.716 -0.354 1.753 -0.227
C 1.074 2.652 -2.114 -0.267
H 0.603 2.530 -4.895 0.175
H 1.148 3.981 -5.772 0.202
H 2.252 3.169 -4.636 0.176
H -0.151 5.792 -1.998 0.222
H -0.281 5.218 0.408 0.214
H 0.460 2.994 1.186 0.226
H 2.548 1.000 -0.216 0.226
H -0.496 -3.784 -4.742 0.205
H -1.766 0.049 -2.613 0.509
H -0.680 -0.677 0.715 0.172
H -1.014 1.062 0.508 0.230
H -0.708 1.405 2.955 0.194
H -1.966 0.193 2.640 0.237
H -1.982 -4.096 4.568 0.246
H -4.664 -3.731 4.763 0.233
H -5.033 -1.094 4.180 0.205
H 1.516 0.679 3.633 0.195
H 1.809 -1.079 3.794 0.253
H 1.553 -1.373 1.363 0.178
H 2.780 -0.120 1.678 0.206
H 1.478 1.931 -2.806 0.214
```